Entry 1:
{
  "formula": "C15H44IN19O12",
  "method": "the ωB97M-V functional and the def2-TZVPD basis",
  "energy_ha": -2839.29140,
  "homo_ev": -8.6907,
  "gap_ev": 8.9,
  "smiles": "CC[C@H](I)COC(=O)N=C=O.NC(N)=O.NC(N)=O.NC(N)=O.NC(N)=O.NC(N)=O.NC(N)=O.NC(N)=O.NC(N)=O.NC(N)=O",
  "species": ["C", "C", "C", "I", "C", "O", "C", "O", "N", "C", "O", "H", "H", "H", "H", "H", "H", "H", "H", "C", "O", "N", "N", "H", "H", "H", "H", "C", "O", "N", "N", "H", "H", "H", "H", "C", "O", "N", "N", "H", "H", "H", "H", "C", "O", "N", "N", "H", "H", "H", "H", "C", "O", "N", "N", "H", "H", "H", "H", "C", "O", "N", "N", "H", "H", "H", "H", "C", "O", "N", "N", "H", "H", "H", "H", "C", "O", "N", "N", "H", "H", "H", "H", "C", "O", "N", "N", "H", "H", "H", "H"],
  "coordinates": [[-2.5259, 1.1396, 3.6861], [-2.2570, -0.1516, 2.9036], [-1.0483, 0.0233, 1.9539], [-1.7158, -0.0763, -0.1028], [0.0951, -0.9490, 2.2271], [1.2846, -0.2752, 2.7152], [1.9181, 0.4355, 1.7928], [2.4981, 0.0092, 0.8508], [1.9278, 1.8476, 2.1250], [1.3840, 2.5779, 1.3107], [0.6373, 3.2445, 0.7282], [-2.9882, 0.9399, 4.6458], [-3.1943, 1.7993, 3.1448], [-1.6148, 1.6945, 3.8839], [-2.0897, -0.9712, 3.5887], [-3.1319, -0.3196, 2.2976], [-0.6644, 1.0246, 2.0920], [-0.1727, -1.6563, 2.9967], [0.3523, -1.5396, 1.3635], [0.4906, 4.4047, 5.5058], [0.1194, 5.2067, 6.3543], [0.0913, 4.5000, 4.2013], [1.3203, 3.3642, 5.7824], [0.3830, 3.8570, 3.4927], [-0.5203, 5.2552, 3.9570], [1.6402, 3.2542, 6.7299], [1.6276, 2.7058, 5.0914], [2.5623, 7.9053, 8.1773], [2.6840, 8.4745, 7.1070], [3.1059, 8.4154, 9.3341], [1.8882, 6.7300, 8.3236], [3.0215, 7.9731, 10.2280], [3.6070, 9.2793, 9.2616], [1.4661, 6.3165, 7.5054], [1.7901, 6.2604, 9.2021], [4.3216, 1.9272, 8.0869], [3.1673, 2.1159, 7.7417], [4.7550, 2.1851, 9.3567], [5.2698, 1.4434, 7.2310], [5.6973, 2.0391, 9.6622], [4.0808, 2.5411, 10.0067], [4.9815, 1.2465, 6.2916], [6.2228, 1.2819, 7.4922], [-3.7866, 0.5829, -3.3570], [-3.0676, -0.2783, -2.8711], [-4.8265, 1.1342, -2.6671], [-3.5972, 1.0477, -4.6251], [-5.4294, 1.8396, -3.0431], [-4.9810, 0.8061, -1.7321], [-2.8424, 0.6457, -5.1547], [-4.1691, 1.7525, -5.0479], [0.3312, -4.0362, -0.8566], [0.0133, -3.1834, -0.0392], [0.6295, -5.3256, -0.4998], [0.4151, -3.7952, -2.1895], [0.8591, -6.0372, -1.1733], [0.5710, -5.5604, 0.4726], [0.1823, -2.8758, -2.5129], [0.7003, -4.5106, -2.8390], [-0.8037, -1.8740, -5.8587], [-2.0180, -1.7571, -6.0010], [-0.1475, -1.4142, -4.7634], [-0.0187, -2.4736, -6.7977], [0.8438, -1.4925, -4.6418], [-0.6970, -0.9598, -4.0505], [-0.4727, -2.8257, -7.6182], [0.9736, -2.5744, -6.7102], [-5.6068, -4.0731, -4.5895], [-6.2147, -4.8366, -3.8577], [-4.6036, -3.2629, -4.1522], [-5.8890, -3.9684, -5.9293], [-4.0892, -2.6359, -4.7472], [-4.3647, -3.3106, -3.1797], [-6.6213, -4.5485, -6.2895], [-5.4016, -3.3507, -6.5490], [-0.5281, 0.8680, -8.4632], [-0.0868, 1.1507, -7.3627], [-1.4543, -0.1185, -8.6471], [-0.1265, 1.5188, -9.6010], [-1.8307, -0.3695, -9.5406], [-1.7692, -0.6122, -7.8241], [0.5520, 2.2484, -9.4954], [-0.4751, 1.3052, -10.5150], [2.9366, -6.2615, -3.1522], [1.7167, -6.2114, -3.2715], [3.5919, -5.6626, -2.1183], [3.7213, -6.9206, -4.0505], [4.5867, -5.6905, -2.0043], [3.0381, -5.1624, -1.4435], [3.2608, -7.3712, -4.8186], [4.7185, -6.9781, -3.9778]],
  "forces_ev_per_angstrom": [[0.0, -0.1, 0.2], [0.2, 1.1, -0.3], [-0.2, -0.3, 0.2], [0.1, 0.2, 0.1], [0.0, -0.5, -0.4], [-0.5, 0.4, 0.5], [0.8, 0.3, 0.1], [0.0, -0.2, -0.5], [0.4, -0.3, -0.3], [-1.4, -0.1, 0.7], [0.7, 0.4, -0.5], [-0.1, -0.1, 0.2], [-0.1, 0.2, -0.2], [0.2, 0.1, 0.1], [0.0, -0.3, 0.0], [-0.3, -0.6, 0.1], [0.0, 0.3, -0.2], [0.0, 0.0, 0.4], [0.2, -0.1, -0.4], [0.1, -0.2, -0.1], [0.1, 0.0, 0.0], [-0.1, 0.1, 0.0], [-0.2, 0.2, 0.2], [0.0, -0.1, 0.0], [0.0, 0.0, 0.0], [0.1, -0.1, -0.1], [0.0, 0.0, 0.0], [-0.1, -0.2, 0.1], [0.1, 0.0, 0.0], [0.1, 0.0, 0.0], [0.1, 0.1, -0.2], [0.0, 0.0, 0.0], [0.0, 0.0, 0.0], [-0.2, -0.1, 0.0], [0.0, 0.0, 0.0], [0.1, 0.0, 0.0], [0.0, 0.0, 0.0], [0.0, 0.0, 0.0], [-0.1, 0.0, 0.0], [0.0, 0.0, 0.0], [0.0, 0.0, 0.0], [0.0, 0.0, 0.0], [0.0, 0.0, 0.0], [-0.1, 0.2, -0.2], [0.2, -0.2, 0.1], [0.0, -0.1, 0.0], [0.1, -0.1, 0.0], [0.0, 0.0, 0.0], [0.0, 0.0, 0.0], [0.0, -0.1, 0.0], [0.0, 0.0, 0.0], [-0.2, 0.0, 0.0], [0.1, -0.2, 0.0], [0.3, -0.1, 0.2], [0.1, 0.2, -0.1], [-0.2, 0.1, -0.1], [-0.1, 0.0, 0.0], [-0.1, 0.0, 0.0], [0.0, -0.1, 0.0], [0.5, 0.0, 0.2], [-0.2, 0.2, -0.3], [-0.3, -0.1, 0.3], [-0.2, -0.1, -0.1], [0.0, 0.1, -0.1], [-0.1, 0.0, 0.0], [0.0, 0.0, 0.0], [0.0, 0.1, 0.0], [0.1, 0.1, 0.0], [0.0, 0.0, -0.1], [0.0, 0.0, 0.0], [-0.1, 0.0, -0.1], [0.1, 0.0, 0.0], [0.0, 0.0, 0.0], [0.0, 0.0, 0.0], [0.1, 0.0, 0.0], [0.0, 0.0, -0.1], [0.0, 0.0, 0.0], [-0.1, -0.1, 0.1], [0.0, 0.0, 0.0], [0.0, 0.1, 0.0], [-0.1, 0.0, 0.0], [0.0, 0.0, 0.0], [0.0, 0.0, 0.0], [0.3, 0.1, 0.1], [0.0, -0.1, 0.0], [-0.1, 0.0, 0.0], [-0.1, 0.0, 0.0], [0.0, 0.0, 0.0], [0.0, 0.0, 0.0], [0.0, 0.0, 0.0], [0.0, 0.0, 0.0]],
  "lowdin_charge": [-0.092, -0.295, -0.667, 0.996, -0.191, 0.015, -0.559, 0.175, 0.227, -0.302, 0.200, 0.070, 0.074, 0.057, 0.100, 0.052, 0.044, 0.125, 0.059, -0.662, 0.005, 0.163, 0.172, 0.060, 0.105, 0.067, 0.085, -0.688, 0.019, 0.132, 0.161, 0.081, 0.093, 0.061, 0.089, -0.666, 0.019, 0.152, 0.154, 0.092, 0.102, 0.104, 0.093, -0.685, -0.115, 0.160, 0.169, 0.094, 0.097, 0.087, 0.094, -0.667, -0.021, 0.151, 0.174, 0.071, 0.102, 0.079, 0.061, -0.676, -0.010, 0.181, 0.165, 0.103, 0.097, 0.101, 0.099, -0.691, 0.013, 0.167, 0.139, 0.069, 0.104, 0.094, 0.085, -0.685, 0.021, 0.157, 0.144, 0.093, 0.057, 0.099, 0.088, -0.658, -0.003, 0.169, 0.158, 0.099, 0.088, 0.106, 0.096]
}

Entry 2:
{
  "formula": "C5H11O3",
  "method": "the ωB97M-V functional and the def2-TZVPD basis",
  "total_charge": -1,
  "energy_ha": -422.89908,
  "homo_ev": -4.3488,
  "gap_ev": 8.0,
  "species": ["O", "C", "O", "C", "C", "C", "C", "H", "H", "H", "H", "H", "H", "H", "H", "H", "H", "H", "O"],
  "coordinates": [[-0.4346, 1.1414, -1.0938], [0.7324, 1.1407, -0.6016], [1.5778, 2.0530, -0.7050], [1.1824, -0.1445, 0.1672], [0.0567, -0.8366, 0.8997], [-0.3102, -0.1236, 2.2073], [0.3413, -2.3568, 1.1400], [1.9675, 0.2271, 0.8103], [1.6753, -0.7638, -0.5906], [-0.8134, -0.8445, 0.2498], [-0.4012, -0.8253, 3.0199], [-1.2050, 0.4870, 2.1653], [0.4693, 0.5650, 2.5442], [-0.1210, -2.7255, 2.0481], [1.4009, -2.5515, 0.9632], [-0.0825, -2.9348, 0.3271], [-1.7323, -0.0471, -2.7602], [-2.0841, 0.1559, -1.3180], [-2.4675, -0.1981, -2.1418]],
  "forces_ev_per_angstrom": [[0.4, -0.1, 0.4], [-0.3, 0.3, -0.4], [0.0, -0.3, 0.2], [-0.2, 0.9, -0.7], [-0.2, -1.1, 0.3], [0.5, 0.5, 0.1], [0.2, 0.7, -1.2], [0.3, -0.2, 0.5], [-0.2, -0.2, 0.1], [-0.1, 0.4, -0.1], [-0.3, -0.4, 0.4], [-0.3, -0.1, -0.2], [0.2, 0.0, -0.2], [0.5, -0.2, 0.3], [0.2, -0.1, 1.0], [-0.5, -0.1, -0.3], [-0.3, 0.1, 0.5], [0.3, 0.2, -0.4], [-0.1, -0.3, -0.3]],
  "lowdin_charge": [-0.098, -0.701, -0.077, -0.129, -0.408, -0.070, -0.077, 0.096, 0.110, 0.103, 0.046, 0.070, 0.074, 0.054, 0.061, 0.058, 0.022, -0.009, -0.126]
}

Entry 3:
{
  "formula": "C21H24IN5S4Sr",
  "method": "the ωB97M-V functional and the def2-TZVPD basis",
  "total_charge": -2,
  "energy_ha": -3009.29143,
  "homo_ev": -0.3274,
  "gap_ev": 3.4,
  "species": ["Sr", "C", "C", "N", "C", "C", "C", "C", "C", "C", "C", "N", "C", "C", "N", "N", "H", "H", "H", "H", "H", "H", "H", "H", "H", "H", "H", "H", "H", "H", "H", "H", "H", "H", "S", "S", "S", "S", "I", "C", "H", "H", "N", "C", "C", "C", "C", "C", "C", "C", "C", "C", "H", "H", "H", "H"],
  "coordinates": [[0.1715, 0.2009, 0.8026], [-0.6903, -0.5286, 3.5903], [-0.7309, -1.7306, 2.6206], [-1.5550, -1.5131, 1.4236], [-1.4961, -2.7313, 0.5511], [-0.0026, -2.9687, 0.4607], [0.6371, -4.0131, 1.1030], [1.9237, -3.7744, 1.6132], [2.5106, -2.5308, 1.4241], [1.8021, -1.5775, 0.6349], [2.5842, -0.3513, 0.1382], [2.2434, 0.9549, 0.7403], [2.4469, 0.8044, 2.1763], [1.3521, -0.1329, 2.6455], [0.1384, 0.5430, 2.9940], [0.6325, -1.8441, 0.0766], [-0.2072, -0.9185, 4.4902], [-1.6896, -0.1795, 3.8459], [-1.0515, -2.6086, 3.2080], [0.3233, -2.0094, 2.4175], [-2.5031, -1.3028, 1.7125], [-1.9334, -2.5000, -0.4245], [-1.9852, -3.5972, 1.0160], [0.1029, -4.9241, 1.3374], [2.4099, -4.5052, 2.2473], [3.3776, -2.2037, 1.9716], [2.4488, -0.3156, -0.9671], [3.6253, -0.6084, 0.3265], [2.8161, 1.6801, 0.3282], [2.3983, 1.7424, 2.7328], [3.4017, 0.3338, 2.4316], [1.7161, -0.8107, 3.4069], [1.2003, -0.7768, 1.7830], [0.3694, 1.2727, 3.6540], [2.2119, 0.3302, -3.6152], [1.1671, -1.4079, -3.3877], [-0.9599, -0.7458, -3.1919], [-1.9431, -2.4974, -3.0457], [-2.9057, 1.5818, 0.8766], [-1.2862, 0.1853, -1.7255], [-1.3580, 1.2039, -2.0936], [-2.2599, -0.1770, -1.4061], [1.8380, 10.5650, 0.6322], [1.5441, 9.4563, 0.5167], [1.1865, 8.0691, 0.3810], [1.3827, 7.3959, -0.8299], [1.0730, 6.0592, -0.9500], [0.5493, 5.3248, 0.1401], [0.3275, 6.0336, 1.3471], [0.6448, 7.3681, 1.4648], [0.2972, 3.9497, 0.0572], [0.0843, 2.7220, 0.0133], [1.7882, 7.9434, -1.6726], [1.2311, 5.5384, -1.8857], [-0.1067, 5.4922, 2.1778], [0.4804, 7.8938, 2.3980]],
  "forces_ev_per_angstrom": [[-10.9, 7.4, -9.6], [-0.4, -0.2, -0.3], [-0.7, -0.4, 1.4], [0.4, -1.8, 0.6], [0.2, 0.3, 0.0], [-0.7, 0.2, -0.2], [0.6, 0.1, 0.0], [-0.1, 0.3, -0.2], [-1.2, -0.1, -0.3], [3.1, -3.2, -2.4], [0.7, 0.0, -1.2], [3.7, 0.0, 0.4], [0.3, 0.3, 0.4], [2.8, 0.8, 3.3], [0.2, -0.8, 3.2], [1.1, -3.0, 0.1], [0.0, 0.1, 0.3], [0.0, 0.2, -0.2], [-0.3, 0.1, 0.0], [-1.2, 0.0, 0.0], [-0.1, 0.4, -0.3], [0.0, 0.0, -0.1], [0.0, 0.0, -0.1], [0.0, 0.0, 0.0], [0.0, -0.1, -0.1], [0.4, -0.2, -0.1], [-0.1, 0.2, 0.3], [0.2, 0.1, 0.0], [-0.3, 0.1, -0.1], [-0.1, 0.2, -0.3], [0.3, 0.0, -0.1], [0.2, -0.2, 0.5], [1.7, -0.8, 3.9], [-0.4, 0.2, 0.0], [0.2, 0.0, 0.2], [-0.4, -0.1, 0.5], [0.2, 0.6, -0.1], [0.0, -0.4, 0.1], [-0.7, 0.1, 0.9], [0.6, -0.9, -0.7], [0.0, 0.2, 0.2], [0.0, -0.1, 0.1], [0.0, 0.1, 0.0], [-0.1, -0.4, 0.0], [0.1, 0.2, 0.0], [0.0, 0.0, -0.1], [-0.1, 0.0, 0.0], [0.1, 0.3, 0.1], [0.0, 0.0, -0.1], [0.0, 0.0, 0.0], [-0.2, -0.9, -0.1], [0.7, 1.2, 0.3], [0.0, 0.0, 0.0], [0.0, 0.0, 0.0], [0.0, 0.0, 0.0], [0.0, 0.0, 0.0]],
  "lowdin_charge": [1.214, -0.171, -0.244, -0.135, -0.117, -0.243, -0.017, -0.042, -0.019, -0.415, -0.148, -0.205, -0.170, -0.430, -0.157, 0.009, 0.115, 0.111, 0.133, 0.081, 0.058, 0.034, 0.118, 0.113, 0.103, 0.113, 0.055, 0.126, 0.140, 0.134, 0.120, 0.143, -0.065, 0.138, -0.344, -0.240, 0.016, -0.127, -0.147, -0.670, -0.055, -0.109, 0.099, -0.224, -0.274, -0.059, -0.033, -0.274, -0.040, -0.063, -0.209, -0.160, 0.106, 0.115, 0.109, 0.104]
}

Entry 4:
{
  "formula": "C32H27Cl2N4Ni",
  "method": "the ωB97M-V functional and the def2-TZVPD basis",
  "total_charge": -1,
  "s2": 2.041,
  "energy_ha": -3883.40365,
  "spin_multiplicity": 3,
  "homo_ev": [-2.3485, -4.1368],
  "gap_ev": [4.8, 6.5],
  "species": ["Ni", "C", "C", "C", "C", "C", "C", "C", "C", "C", "C", "H", "H", "H", "H", "H", "H", "H", "H", "H", "H", "H", "H", "H", "H", "N", "C", "C", "C", "C", "C", "C", "C", "C", "C", "C", "C", "C", "N", "C", "C", "C", "C", "N", "H", "H", "H", "H", "H", "H", "H", "H", "H", "H", "Cl", "C", "C", "C", "C", "C", "Cl", "C", "N", "H", "H", "H"],
  "coordinates": [[0.1199, -0.5409, 0.3515], [2.4619, 1.1339, -0.7635], [1.7870, 1.9380, 0.3498], [2.6388, 1.8659, 1.6130], [0.3285, 1.5553, 0.5857], [-0.2349, 1.3961, 1.8694], [-1.6088, 1.3029, 2.0629], [-2.5054, 1.3597, 0.9989], [-3.9846, 1.2121, 1.2165], [-1.9699, 1.4765, -0.2773], [-0.5950, 1.5534, -0.4836], [3.4451, 1.5622, -0.9727], [1.8892, 1.1389, -1.6916], [2.5916, 0.0925, -0.4660], [1.7561, 2.9860, 0.0199], [2.6664, 0.8428, 1.9947], [2.2655, 2.5227, 2.4014], [3.6616, 2.1702, 1.3848], [0.4185, 1.3685, 2.7290], [-1.9843, 1.1730, 3.0724], [-4.3642, 1.9496, 1.9271], [-4.2226, 0.2211, 1.6109], [-4.5283, 1.3345, 0.2791], [-2.6270, 1.4757, -1.1401], [-0.2298, 1.6368, -1.4983], [7.4619, -7.4003, -1.1697], [6.6024, -6.6516, -1.0003], [5.5389, -5.7256, -0.7908], [4.2415, -6.0322, -1.2032], [3.2202, -5.1261, -1.0001], [3.4465, -3.8882, -0.3815], [4.7585, -3.6089, 0.0433], [5.7888, -4.4990, -0.1594], [2.3705, -2.9209, -0.1597], [1.5263, -2.5962, -1.2724], [1.5494, -3.1304, -2.5810], [0.5165, -2.5135, -3.2951], [-0.0751, -1.6273, -2.4045], [0.5348, -1.6470, -1.2066], [2.2157, -2.4362, 1.1830], [2.8571, -2.9579, 2.3260], [2.3394, -2.2793, 3.4316], [1.4207, -1.3676, 2.9276], [1.3441, -1.4425, 1.5782], [4.0377, -6.9878, -1.6690], [2.2132, -5.3840, -1.2973], [4.9505, -2.6625, 0.5314], [6.7934, -4.2542, 0.1599], [2.2351, -3.8620, -2.9722], [0.2333, -2.6780, -4.3240], [-0.8235, -0.1420, -3.5466], [3.5765, -3.7607, 2.3443], [2.5893, -2.4318, 4.4707], [0.7981, -0.6758, 3.4765], [-2.5048, 0.3678, -5.1098], [-3.2609, -0.3773, -3.7204], [-4.6391, -0.4554, -3.7127], [-5.2856, -1.0356, -2.6350], [-4.5297, -1.5067, -1.5753], [-3.1479, -1.4075, -1.5889], [-2.3084, -1.9333, -0.1689], [-2.4443, -0.8525, -2.6743], [-1.0814, -0.6576, -2.7180], [-5.1915, -0.0685, -4.5577], [-6.3639, -1.1119, -2.6162], [-5.0006, -1.9439, -0.7059]],
  "forces_ev_per_angstrom": [[0.1, 0.5, 0.2], [0.0, 0.0, 0.0], [0.0, 0.1, 0.0], [0.0, 0.0, 0.0], [-0.1, -0.1, -0.2], [0.0, 0.0, 0.0], [0.0, 0.0, 0.0], [0.0, 0.0, 0.0], [0.0, 0.0, 0.0], [0.0, 0.0, 0.1], [0.2, -0.1, -0.1], [0.0, 0.0, 0.0], [0.0, 0.0, 0.0], [0.0, 0.0, 0.0], [0.0, 0.0, 0.0], [0.0, 0.0, 0.0], [0.0, 0.0, 0.0], [0.0, 0.0, 0.0], [0.0, 0.0, 0.0], [0.0, 0.0, 0.0], [0.0, 0.0, 0.0], [0.0, 0.0, 0.0], [0.0, 0.0, 0.0], [0.0, 0.0, 0.0], [0.0, 0.1, 0.0], [0.0, 0.0, 0.0], [0.2, -0.2, -0.1], [-0.1, 0.2, 0.1], [0.0, 0.1, 0.0], [0.0, -0.1, 0.0], [0.0, 0.1, 0.1], [0.0, 0.0, 0.0], [-0.1, -0.1, -0.1], [0.0, 0.0, 0.0], [-0.1, 0.0, -0.1], [0.0, 0.0, 0.0], [-0.1, 0.0, 0.0], [0.0, 0.0, 0.1], [0.0, -0.1, 0.1], [0.1, 0.1, 0.0], [0.0, -0.1, 0.1], [0.0, 0.1, 0.1], [0.0, 0.0, 0.0], [0.0, -0.4, 0.0], [0.0, 0.0, 0.0], [0.0, 0.0, 0.0], [0.0, 0.0, 0.0], [0.0, 0.0, 0.0], [0.0, 0.0, 0.0], [0.0, 0.0, 0.0], [0.0, 0.0, 0.0], [0.0, 0.0, 0.0], [0.0, 0.0, 0.0], [0.0, 0.0, 0.0], [0.0, 0.0, 0.0], [0.0, 0.0, 0.0], [0.0, 0.0, 0.0], [0.0, 0.0, 0.0], [0.1, 0.0, 0.0], [0.0, 0.0, 0.0], [-0.1, -0.2, 0.0], [-0.1, 0.0, 0.0], [0.1, 0.0, -0.2], [0.0, 0.0, 0.0], [0.0, 0.0, 0.0], [0.0, 0.0, 0.0]],
  "lowdin_charge": [0.344, -0.064, -0.365, -0.075, -0.270, -0.066, -0.045, -0.310, -0.060, -0.067, -0.070, 0.077, 0.070, 0.069, 0.138, 0.070, 0.074, 0.076, 0.092, 0.114, 0.074, 0.074, 0.071, 0.110, 0.106, 0.120, -0.215, -0.259, -0.035, -0.032, -0.175, -0.033, -0.035, -0.072, -0.251, -0.064, -0.057, -0.378, 0.017, -0.269, -0.079, -0.128, -0.214, -0.015, 0.112, 0.115, 0.118, 0.111, 0.081, 0.086, 0.068, 0.089, 0.072, 0.079, 0.685, -0.575, -0.133, -0.105, -0.127, -0.558, 0.814, -0.301, 0.077, 0.097, 0.098, 0.100]
}

We obtain molecular weight values of 809.54; 119.14; 689.25; 597.19 g/mol for the records listed above, in that order.